No. 1
Here is 2 unconnected molecules or ions with the total composition C2H4N2O2 from OMol25. Energies are from ωB97M-V/def2-TZVPD.

Each line ends with the natural charge from an NBO analysis.
Element x y z (Å)
N -1.505 0.099 -0.718  -0.847
C -1.802 0.983 0.080  0.890
O -1.982 1.815 0.873  -0.459
N 1.815 0.576 0.162  -0.708
C 1.738 -0.621 0.569  0.414
O 0.827 -1.569 0.270  -0.691
H -2.195 -0.202 -1.391  0.426
H 0.123 -1.164 -0.269  0.494
H 1.064 0.791 -0.499  0.327
H 2.480 -1.015 1.262  0.154

Atoms 1-2, force components in eV/Å:
N -0.1528 0.3571 0.3285
C -0.1181 0.3743 0.3263

Computed properties:
- Relative energy (zero: lowest compared OMol25 entry of this formula, charge and spin): 142.6 kJ/mol
- LUMO level: 0.4 eV
- E_tot: -9213.7446 eV


No. 2
Here is a molecular structure, C12H13Cl2N2O3PtS4Sb from OMol25. Energies are from ωB97M-V/def2-TZVPD.

Each line ends with the natural charge from an NBO analysis.
Element x y z (Å)
Pt 0.861 -0.902 0.517  0.712
S 3.876 -0.047 4.561  -0.888
Sb 3.175 -1.565 3.040  0.849
S 0.752 -1.283 2.760  -0.629
S 2.989 -0.433 0.752  -0.336
C 0.593 -0.399 -4.179  -0.811
S 0.034 0.103 -2.545  1.309
O 1.026 -0.645 -1.674  -0.998
C 0.635 1.783 -2.634  -0.140
C 1.715 2.143 -1.851  -0.224
C 2.177 3.451 -1.912  -0.192
C 1.563 4.372 -2.747  -0.212
C 0.471 3.996 -3.519  -0.210
C -0.005 2.697 -3.457  -0.252
H 1.671 -0.257 -4.239  0.241
H 0.076 0.195 -4.931  0.226
H 0.337 -1.452 -4.291  0.231
H 2.172 1.415 -1.192  0.257
H 3.013 3.746 -1.291  0.219
H 1.922 5.393 -2.784  0.210
H -0.026 4.722 -4.150  0.211
H -0.884 2.410 -4.023  0.216
N -3.200 -2.061 0.314  -0.509
C -2.677 -3.185 -0.289  -0.121
C -1.334 -2.984 -0.325  -0.072
N -1.050 -1.766 0.243  -0.524
C -2.187 -1.227 0.621  0.217
H -4.168 -1.867 0.492  0.421
H -3.290 -4.002 -0.624  0.215
H -0.555 -3.622 -0.702  0.225
H -2.310 -0.242 1.060  0.288
Cl -2.710 3.273 -1.899  -0.075
C -1.880 3.373 -0.310  -0.286
Cl -0.341 4.235 -0.469  -0.029
C -1.714 1.936 0.261  0.752
O -2.557 1.658 1.131  -0.723
O -0.807 1.234 -0.226  -0.798
H -2.526 3.959 0.331  0.227

Atoms 1-2, force components in eV/Å:
Pt 0.1015 -0.2685 0.1154
S 0.0039 0.0123 -0.0016

Computed properties:
- Relative energy (zero: lowest compared OMol25 entry of this formula, charge and spin): 46.5 kJ/mol
- <S²>: 0.76
- LUMO level (spin up / spin down): 2.1 / 1.1 eV
- Spin multiplicity: 2
- E_tot: -99951.2086 eV
- Net charge: -1


No. 3
Here is 2 unconnected molecules or ions with the total composition C2H8OS2 at a distorted geometry from OMol25. Energies are from ωB97M-V/def2-TZVPD.

Each line ends with the natural charge from an NBO analysis.
Element x y z (Å)
S 1.367 2.856 1.122  -0.142
S -0.512 2.083 1.520  0.085
C 0.000 0.000 0.000  -0.610
C -0.540 0.308 1.371  -0.553
H 1.901 2.732 2.355  0.122
H 1.077 0.224 -0.082  0.218
H -0.519 0.442 -0.867  0.188
H -0.135 -1.094 -0.030  0.210
H 0.045 -0.048 2.241  0.219
H -1.578 -0.055 1.492  0.259
O -2.238 -0.198 -0.722  -0.943
H -3.057 -0.154 -1.266  0.477
H -1.506 -0.239 -1.378  0.471

Atoms 1-2, force components in eV/Å:
S -0.2438 -0.7030 0.2294
S -0.9963 1.8979 0.6607

Computed properties:
- Relative energy (zero: lowest compared OMol25 entry of this formula, charge and spin): 141.3 kJ/mol
- LUMO level: 0.7 eV
- E_tot: -25920.4706 eV


No. 4
Here is a molecular structure, C38H55BrIrN4OP from OMol25. Energies are from ωB97M-V/def2-TZVPD.

Each line ends with the Mulliken charge.
Element x y z (Å)
Ir -0.264 -0.775 -0.485  -0.091
Br 6.511 -1.404 2.442  -0.134
C 4.957 -1.192 1.403  -0.598
C 5.071 -0.898 0.030  -0.580
C 3.956 -0.734 -0.746  -0.525
C 2.656 -0.847 -0.206  1.264
O 1.659 -0.642 -1.024  -1.060
C 2.541 -1.161 1.176  0.109
C 1.327 -1.371 1.867  -0.338
N 0.117 -1.272 1.396  1.557
C -1.050 -1.563 2.164  -0.136
C -1.084 -1.926 3.484  -0.478
C -2.314 -2.190 4.123  -1.132
C -3.497 -2.099 3.447  -0.788
C -3.497 -1.726 2.084  1.345
C -4.673 -1.607 1.307  -0.852
C -4.586 -1.256 -0.010  -1.211
C -3.321 -1.009 -0.566  -0.095
N -2.207 -1.091 0.132  0.411
C -2.269 -1.457 1.455  0.001
C 3.723 -1.325 1.956  -1.077
H 6.055 -0.803 -0.411  0.491
H 4.044 -0.510 -1.801  0.591
H 1.424 -1.649 2.912  0.129
H -0.178 -2.018 4.067  0.569
H -2.306 -2.474 5.166  0.457
H -4.438 -2.307 3.940  0.506
H -5.634 -1.800 1.768  0.511
H -5.463 -1.166 -0.634  0.526
H -3.222 -0.733 -1.609  0.407
H 3.626 -1.561 3.008  0.592
C 3.416 3.981 0.288  -0.894
C 3.224 2.764 1.187  -0.722
C 1.737 2.390 1.247  -0.415
C 1.049 2.580 -0.131  1.066
C 2.079 2.459 -1.256  0.688
C 3.066 3.633 -1.169  -0.921
P -0.427 1.519 -0.264  -0.767
C -1.698 2.091 0.907  0.834
C -1.375 1.952 2.399  -0.745
C -2.697 1.951 3.182  -0.595
C -3.726 2.907 2.547  -0.715
C -3.026 4.048 1.815  -0.891
C -2.208 3.520 0.620  -0.504
C -1.189 1.664 -1.932  -0.365
C -1.205 2.987 -2.738  -1.009
C -0.496 2.858 -4.086  -0.805
C -1.044 1.702 -4.927  -0.789
C -1.306 0.418 -4.101  -0.985
C -0.586 0.514 -2.757  -0.436
H 4.436 4.356 0.351  0.523
H 2.774 4.789 0.651  0.326
H 3.585 2.961 2.197  0.606
H 3.810 1.923 0.805  0.048
H 1.241 3.017 1.988  0.350
H 1.635 1.355 1.588  -0.229
H 0.638 3.595 -0.188  1.258
H 1.604 2.456 -2.237  -0.817
H 2.611 1.515 -1.165  -0.335
H 2.649 4.507 -1.675  0.336
H 3.969 3.361 -1.717  0.468
H -2.523 1.401 0.688  -0.117
H -0.765 2.801 2.707  0.620
H -0.791 1.058 2.624  0.074
H -2.499 2.239 4.215  0.519
H -3.102 0.936 3.214  -0.057
H -4.396 3.297 3.312  0.549
H -4.362 2.365 1.839  0.214
H -2.368 4.572 2.512  0.383
H -3.746 4.786 1.463  0.509
H -1.375 4.199 0.424  0.123
H -2.825 3.507 -0.282  0.389
H -2.230 1.380 -1.727  0.727
H -0.776 3.805 -2.156  0.336
H -2.245 3.263 -2.923  0.543
H 0.575 2.722 -3.937  0.163
H -0.596 3.792 -4.638  0.574
H -0.338 1.483 -5.728  0.355
H -1.976 1.999 -5.410  0.374
H -0.993 -0.466 -4.657  0.615
H -2.377 0.310 -3.910  0.245
H 0.494 0.608 -2.877  0.366
H -0.771 -0.547 -2.324  0.149
C 2.799 -5.179 -1.108  -1.678
C 1.324 -4.902 -0.843  1.156
C 0.453 -5.618 -1.874  -1.700
C 0.963 -5.337 0.575  -1.636
N 1.205 -3.421 -0.912  0.112
N -0.146 -2.937 -0.875  -0.357
H 3.005 -6.244 -1.012  0.439
H 3.425 -4.640 -0.396  0.308
H 3.079 -4.876 -2.120  0.420
H 0.638 -6.691 -1.837  0.463
H 0.684 -5.279 -2.888  0.386
H -0.616 -5.480 -1.691  0.317
H 1.108 -6.410 0.689  0.518
H -0.088 -5.145 0.821  0.391
H 1.594 -4.820 1.299  0.294
H 1.614 -3.082 -1.778  0.309
H -0.567 -3.395 -0.068  0.237
H -0.691 -3.260 -1.678  0.430

Atoms 1-2, force components in eV/Å:
Ir 0.1088 0.0098 -0.0734
Br -0.0040 0.0018 -0.0009

Computed properties:
- Relative energy (zero: lowest compared OMol25 entry of this formula, charge and spin): 0.0 kJ/mol
- LUMO level: -6.4 eV
- E_tot: -130466.6241 eV
- Net charge: +2


No. 5
Here is a molecular structure, C30H31BrN6O4Zr at a distorted geometry from OMol25. Energies are from ωB97M-V/def2-TZVPD.

Each line ends with the Mulliken charge.
Element x y z (Å)
Zr -0.427 -0.175 -0.400  -0.863
C 2.316 0.677 -1.830  -0.931
C 2.458 -0.774 -2.296  -1.048
C 1.219 -1.502 -2.771  0.972
C 1.401 -2.646 -3.545  -1.010
C 0.304 -3.335 -4.027  -0.468
C -0.965 -2.859 -3.723  -1.054
C -1.072 -1.742 -2.919  -0.072
N -0.008 -1.065 -2.446  0.295
N 1.615 0.936 -0.547  0.671
C 2.419 0.550 0.625  -1.654
C 1.553 0.392 1.858  1.154
C 2.111 0.180 3.114  -1.098
C 1.276 -0.056 4.192  -0.572
C -0.099 -0.032 3.993  -1.119
C -0.578 0.214 2.721  -0.198
N 0.229 0.408 1.669  1.054
C 1.336 2.383 -0.475  -0.964
C 0.235 2.742 -1.436  0.553
C 0.106 4.017 -1.971  -1.119
C -0.870 4.249 -2.927  -0.610
C -1.699 3.200 -3.302  -0.945
C -1.528 1.972 -2.692  -0.670
N -0.574 1.734 -1.786  1.244
H 1.774 1.217 -2.611  0.363
H 3.330 1.098 -1.766  0.441
H 2.938 -1.392 -1.535  0.160
H 3.145 -0.745 -3.145  0.794
H 2.403 -2.990 -3.761  0.553
H 0.427 -4.227 -4.623  0.460
H -1.856 -3.341 -4.090  0.483
H -2.050 -1.359 -2.646  0.439
H 3.223 1.274 0.820  0.761
H 2.888 -0.418 0.435  0.360
H 3.183 0.202 3.243  0.580
H 1.689 -0.251 5.171  0.486
H -0.783 -0.198 4.810  0.523
H -1.644 0.247 2.516  0.459
H 2.237 2.965 -0.716  0.607
H 1.024 2.643 0.539  0.372
H 0.773 4.809 -1.663  0.582
H -0.978 5.224 -3.377  0.496
H -2.455 3.326 -4.060  0.525
H -2.173 1.138 -2.940  0.304
C -3.514 3.656 1.982  -1.926
C -2.571 2.800 1.197  0.409
N -1.296 2.899 1.184  0.490
O -0.663 3.808 1.976  -0.488
C -3.066 1.716 0.317  0.900
C -4.434 1.723 -0.272  -1.967
N -2.208 0.783 0.107  0.468
O -2.373 -0.188 -0.810  -0.528
H -3.173 4.690 2.018  0.454
H -3.590 3.288 3.007  0.354
H -4.510 3.648 1.553  0.442
H -1.281 4.331 2.521  0.361
H -5.172 1.496 0.497  0.449
H -4.503 0.951 -1.036  0.377
H -4.668 2.696 -0.699  0.429
Br 3.226 -6.630 3.900  -0.118
C 2.253 -5.379 2.876  -0.002
C 0.955 -5.035 3.242  -0.613
C 0.270 -4.079 2.518  -0.477
C 0.881 -3.460 1.426  0.121
C 2.172 -3.848 1.048  -0.261
C 2.858 -4.805 1.761  -0.734
C 0.257 -2.343 0.707  1.300
O -0.926 -1.936 0.871  -0.664
O 0.984 -1.660 -0.098  -0.014
H 0.496 -5.518 4.091  0.471
H -0.741 -3.810 2.786  0.521
H 2.626 -3.387 0.183  0.478
H 3.857 -5.096 1.472  0.469

Atoms 1-2, force components in eV/Å:
Zr 0.6213 0.5462 -0.3130
C 0.2724 -0.2798 -0.4643

Computed properties:
- Relative energy (zero: lowest compared OMol25 entry of this formula, charge and spin): 22.9 kJ/mol
- LUMO level: -5.7 eV
- E_tot: -120057.1043 eV
- Net charge: +2


No. 6
Here is 2 unconnected molecules or ions with the total composition C10H16 at a distorted geometry from OMol25. Energies are from ωB97M-V/def2-TZVPD.

Each line ends with the natural charge from an NBO analysis.
Element x y z (Å)
C 0.652 -1.858 1.813  -0.434
C 0.640 -2.653 0.504  -0.611
C 0.367 -0.411 1.314  -0.005
C 1.375 0.317 0.688  -0.217
C -0.813 0.335 1.489  -0.202
C 1.306 1.696 0.638  -0.216
C -1.039 1.757 1.218  -0.223
C 0.125 2.397 0.766  -0.219
H 0.066 -2.232 2.643  0.222
H 1.519 -1.717 2.321  0.211
H -0.294 -2.413 -0.072  0.217
H 2.285 -0.183 0.585  0.205
H -1.827 -0.137 1.953  0.205
H 2.128 2.236 0.206  0.211
H -2.012 2.151 1.158  0.220
H 0.062 3.527 0.546  0.215
H 0.848 -3.756 0.580  0.217
H 1.445 -2.264 -0.286  0.208
C -1.380 0.356 -1.789  -0.628
C -0.296 0.379 -2.702  -0.630
H -2.434 0.619 -2.180  0.207
H -1.382 -0.632 -1.183  0.205
H -1.316 1.204 -1.029  0.224
H 0.298 1.345 -2.626  0.205
H -0.656 0.376 -3.761  0.202
H 0.332 -0.438 -2.794  0.213

Atoms 1-2, force components in eV/Å:
C -2.2691 1.5521 -2.5197
C 1.4938 -0.3995 -2.0590

Computed properties:
- Relative energy (zero: lowest compared OMol25 entry of this formula, charge and spin): 262.3 kJ/mol
- LUMO level: 1.0 eV
- E_tot: -10627.0254 eV


No. 7
Here is 2 unconnected molecules or ions with the total composition C3H2N2 at a distorted geometry from OMol25. Energies are from ωB97M-V/def2-TZVPD.

Each line ends with the natural charge from an NBO analysis.
Element x y z (Å)
C 0.414 -0.620 -0.207  -0.300
C -0.712 -1.289 -0.120  0.041
C 1.492 0.113 -0.019  -0.288
N -3.012 0.804 0.017  0.061
N -2.073 0.215 0.001  0.046
H 2.240 0.264 -0.755  0.218
H 1.652 0.514 1.083  0.222

Atoms 1-2, force components in eV/Å:
C -0.9489 0.2720 0.3030
C 1.3877 -0.5464 0.0138

Computed properties:
- Relative energy (zero: lowest compared OMol25 entry of this formula, charge and spin): 376.7 kJ/mol
- LUMO level: -0.9 eV
- E_tot: -6118.5813 eV


No. 8
Here is 3 unconnected molecules or ions with the total composition C33H22BrNO5P at a distorted geometry from OMol25. Energies are from ωB97M-V/def2-TZVPD.

Each line ends with the natural charge from an NBO analysis.
Element x y z (Å)
O -1.403 -0.711 4.835  -0.922
P -2.194 0.101 3.514  1.018
Br -1.072 -0.615 1.673  -0.159
C -3.956 -0.612 3.555  -0.410
C -4.600 -1.385 2.343  -0.076
C -6.050 -1.930 2.586  -0.214
C -6.722 -1.687 3.966  0.074
N -6.086 -0.951 5.054  -0.478
C -4.741 -0.410 4.903  0.090
H -1.710 -1.652 4.722  0.486
H -4.002 -1.528 1.385  0.288
H -6.562 -2.518 1.749  0.286
H -7.767 -2.104 4.185  0.269
H -6.580 -0.810 5.957  0.464
H -4.276 0.135 5.803  0.279
C 0.371 -1.129 -1.001  -0.219
C 1.672 -0.894 -0.562  -0.199
C 2.650 -1.868 -0.731  -0.170
C 2.326 -3.086 -1.330  -0.047
C 1.018 -3.330 -1.747  -0.144
C 0.042 -2.344 -1.592  -0.161
C 0.650 -4.637 -2.339  0.531
O -0.494 -4.849 -2.707  -0.531
C 1.688 -5.683 -2.468  -0.066
C 1.344 -6.939 -2.970  -0.180
C 2.316 -7.925 -3.107  -0.187
C 3.636 -7.657 -2.753  -0.188
C 3.982 -6.409 -2.247  -0.148
C 3.007 -5.422 -2.094  -0.152
C 3.379 -4.110 -1.521  0.525
O 4.532 -3.875 -1.206  -0.516
H -0.390 -0.364 -0.878  0.224
H 1.924 0.051 -0.089  0.225
H 3.664 -1.677 -0.392  0.244
H -0.974 -2.523 -1.927  0.235
H 0.317 -7.154 -3.252  0.240
H 2.045 -8.902 -3.493  0.223
H 4.396 -8.424 -2.867  0.224
H 5.012 -6.208 -1.967  0.243
C -0.069 4.914 3.186  -0.192
C -0.569 3.692 2.739  -0.201
C -0.420 3.325 1.406  -0.202
C 0.219 4.184 0.512  -0.072
C 0.698 5.417 0.954  -0.161
C 0.563 5.776 2.297  -0.151
C 1.335 6.359 0.005  0.608
O 1.757 7.435 0.391  -0.528
C 1.442 5.976 -1.421  -0.179
C 1.987 6.876 -2.338  -0.149
C 2.104 6.519 -3.678  -0.185
C 1.687 5.260 -4.105  -0.187
C 1.138 4.363 -3.195  -0.188
C 1.006 4.723 -1.853  -0.079
C 0.388 3.775 -0.900  0.603
O 0.017 2.673 -1.272  -0.570
H -0.177 5.196 4.228  0.221
H -1.073 3.025 3.431  0.210
H -0.806 2.371 1.061  0.225
H 0.946 6.728 2.649  0.244
H 2.318 7.857 -2.012  0.242
H 2.524 7.222 -4.390  0.225
H 1.785 4.980 -5.148  0.224
H 0.810 3.386 -3.535  0.239

Atoms 1-2, force components in eV/Å:
O -2.4377 -0.5730 -2.5386
P 1.1385 0.4428 1.5980

Computed properties:
- LUMO level: -5.5 eV
- E_tot: -125628.4232 eV
- Net charge: +1


Q: Which of these has the lowest E_tot?
A: C38H55BrIrN4OP